Entry 1:
66
Properties=species:S:1:pos:R:3 method="wB97M-V/def2-TZVPD" s_squared=6.0394 spin_multiplicity=5 homo_energy_ev="-7.98 / -8.02" orbital_gap_ev="8.45 / 5.04" de_lowest_kcal_mol=30.5
I 2.39075 1.59170 0.74014
Pd -0.57605 1.65590 0.65114
S -2.55875 2.12460 -0.89236
O -0.28095 -0.49740 1.94984
O -2.26025 1.62070 2.17964
O -0.31395 2.31620 2.87954
O 0.55555 -0.81390 -2.48706
N 0.00255 -0.31630 -0.31986
N -2.66685 -0.34590 -0.04836
N 0.30845 -2.29640 0.65604
C 2.45225 3.70320 0.35184
C -1.15355 4.66840 0.51274
C -3.26675 -1.46490 0.30104
C 0.41195 -1.09140 -1.32046
C 3.76785 5.67810 0.05734
C -1.82575 1.49850 4.52894
C -3.41095 0.69790 -0.40176
C 2.84755 -3.50670 0.23254
C 1.24195 4.42870 0.33194
C -1.03065 6.06650 0.44574
C -4.64765 -1.61310 0.30694
C -0.81945 -4.66010 -3.40576
C 0.74025 -2.50300 -0.70396
C -1.45715 -5.63490 -2.65786
C 2.23425 -2.77610 -0.78046
C -4.80865 0.66660 -0.38826
C -0.68565 -4.57320 -0.64866
C 4.96955 -3.30430 -0.86846
C -1.38145 -5.58870 -1.27726
C -0.11045 -3.64860 -2.78316
C 4.36145 -2.59100 -1.88656
C -0.04945 3.85920 0.42304
C 1.36245 5.85310 0.23164
C 0.19665 6.64380 0.29164
C -5.42845 -0.51690 -0.03796
C 4.20425 -3.76640 0.18634
C 2.63555 6.44270 0.09194
C 3.00275 -2.32960 -1.84646
C 3.68115 4.28930 0.21144
C -1.44345 1.83670 3.10704
C -0.04385 -3.59270 -1.39656
C -0.01075 -1.00310 0.86604
H -0.65005 -4.55090 0.43034
H -2.61465 -2.28620 0.56424
H -2.14415 4.24410 0.63784
H -6.50735 -0.59040 -0.03196
H -1.45355 0.49210 4.71424
H -0.87685 -4.68420 -4.48336
H 4.57895 3.69190 0.24184
H 0.36165 -2.87780 -3.37096
H -2.90435 1.51050 4.65044
H -1.92175 6.67080 0.51644
H 2.27625 -3.87830 1.07034
H -5.36125 1.56030 -0.62616
H 4.66415 -4.33050 0.98314
H 6.03225 -3.49540 -0.89386
H -5.09085 -2.56010 0.57474
H 0.46765 -2.93350 1.41414
H 2.70175 7.51900 0.01404
H -2.01395 -6.42140 -3.14596
H 4.94915 -2.22790 -2.71546
H 2.54715 -1.74940 -2.63376
H -1.86825 -6.34560 -0.68216
H 4.73895 6.13100 -0.06286
H -1.34345 2.18630 5.21854
H 0.29625 7.71830 0.23314

Entry 2:
65
Properties=species:S:1:pos:R:3 method="wB97M-V/def2-TZVPD" homo_energy_ev=-10.89 orbital_gap_ev=7.73 de_lowest_kcal_mol=0.0 total_charge=+1
Au 0.12832 -2.17373 0.23078
As -0.75131 1.18614 0.32556
S -1.85606 -3.39655 -0.04351
S 1.85154 -2.49981 4.24886
O -1.40154 -0.32189 0.58330
O -0.02593 -1.91507 -1.82190
N 2.25048 -2.38876 0.28600
N -1.24273 -2.15722 -2.33513
C -2.63216 -1.92254 -4.22758
C 3.29297 0.82281 1.22142
C -2.63772 2.82890 -3.62509
C -2.55663 2.73239 3.71479
C 3.13824 0.88594 -1.18285
C 3.06112 -2.45274 -0.76947
C 3.89890 0.76968 -0.02677
C -1.16693 2.32065 1.80601
C 4.92409 -2.86457 0.65641
C -3.40867 -3.06594 -2.27514
C -1.48100 1.87980 -1.30103
C -1.44811 -1.69884 -3.59107
C -3.63666 -2.62630 -3.55345
C -3.15320 1.69788 -3.00869
C 0.38614 -2.29546 2.17186
C 4.08004 -2.80759 1.75030
C -0.48329 3.51169 2.02844
C 1.92096 1.00228 1.31632
C 1.76376 1.05436 -1.09635
C 2.72906 -2.57026 1.53768
C 0.17535 -2.20872 4.44517
C -2.20277 1.92405 2.64404
C -0.84351 4.31348 3.10005
C -2.17893 -2.82518 -1.64178
C -0.49819 -2.12208 3.25860
C -0.96219 3.01720 -1.91392
C 1.15898 1.12278 0.15587
C 1.68876 -2.48545 2.54223
C -2.57444 1.21604 -1.84234
C 4.41218 -2.68920 -0.62403
C -1.54205 3.48915 -3.08115
C -1.87904 3.92275 3.93911
H -4.15925 -3.60537 -1.71565
H -2.95779 0.33279 -1.34364
H -2.77222 -1.54839 -5.23051
H -2.15747 4.55119 4.77480
H -2.71180 0.98729 2.45288
H 5.04847 -2.73688 -1.49549
H -0.23143 -2.12656 5.44062
H 5.97986 -3.05443 0.79766
H 3.89050 0.73377 2.11964
H -3.09346 3.20341 -4.53234
H -1.55824 -1.94623 3.16337
H -4.58737 -2.81746 -4.03139
H 3.61732 0.84642 -2.15279
H 1.16413 1.13094 -1.99500
H -0.31784 5.24092 3.28384
H 4.44879 -2.95653 2.75578
H 2.59592 -2.31177 -1.73659
H 0.33160 3.81019 1.37850
H -3.36096 2.43343 4.37365
H 1.44124 1.04805 2.28794
H 4.97121 0.64007 -0.09954
H -0.61294 -1.16198 -4.01281
H -0.11003 3.53362 -1.48672
H -1.14538 4.37185 -3.56460
H -4.01072 1.19166 -3.43312